{
  "formula": "C12H19N5O3S",
  "method": "wB97M-V/def2-TZVPD",
  "relative_energy_ev": 0.849,
  "total_energy_ev": -37181.1547,
  "homo_lumo_gap_ev": 7.09,
  "total_charge": 0,
  "symbols": ["C", "H", "H", "H", "H", "C", "H", "H", "C", "C", "H", "C", "H", "H", "N", "C", "N", "H", "C", "H", "N", "N", "S", "O", "H", "H", "C", "H", "H", "O", "C", "H", "C", "O", "C", "N", "H", "H", "C", "H"],
  "positions_angstrom": [[-2.215599, -2.078451, 0.310240], [-1.489568, -0.962195, 3.259783], [3.119576, 1.900763, 3.028333], [3.860947, 0.955404, 4.911157], [2.574066, -0.240566, 4.805461], [-1.874084, -1.148142, 2.260141], [-1.805863, -0.298034, -5.878090], [-1.698901, 0.798441, 1.530032], [-0.953770, -0.907653, -5.571437], [-2.033943, -0.039013, -1.258882], [0.597302, 3.132436, 0.528534], [3.412767, 0.211540, 4.265770], [-1.948173, -3.218422, 2.113355], [-0.405014, 0.864759, -3.722627], [-0.656328, -0.043508, -3.310551], [-0.598577, -0.156721, -1.830371], [0.703263, 0.494600, 0.089255], [-2.238530, 1.000274, -1.177911], [-2.202029, -0.709226, 0.102210], [4.132022, -0.566302, 3.982637], [-1.968862, -0.171434, 1.336503], [-2.065998, -2.332269, 1.672655], [-0.632196, 2.139818, 2.400296], [-1.152479, -2.185473, -3.644452], [-2.754920, -0.505854, -1.933129], [2.471519, 1.627596, 0.435365], [-0.943122, -1.076673, -4.106975], [-1.036674, -1.884085, -6.053723], [-2.193546, -2.823734, -0.493943], [1.613514, -0.710361, 2.264302], [1.592328, 1.263615, 0.973267], [0.279950, -0.258787, 0.535522], [2.032961, 0.426122, 2.171856], [1.002860, 1.666526, -1.826462], [0.441646, 0.758896, -1.186620], [2.913044, 0.940144, 3.067191], [-0.036993, -0.426669, -5.842604], [-0.222961, -1.201779, -1.645246], [0.848505, 2.560487, 1.409336], [1.531851, 3.203940, 2.029837]],
  "forces_ev_per_a": [[-0.219, 0.106, -1.037], [-0.454, -0.091, -0.188], [0.172, 1.049, -0.183], [0.251, 0.002, 0.077], [0.151, -0.010, -0.184], [0.384, 1.287, -0.384], [0.125, 0.120, -0.078], [0.851, 1.856, 0.670], [-0.453, 0.314, -0.617], [0.069, -0.637, 1.045], [-0.054, 0.078, -0.302], [-0.896, 0.178, -0.970], [0.012, -0.402, 0.148], [-0.076, -0.683, 0.498], [0.656, 2.449, 1.026], [0.116, -2.102, -1.028], [1.448, 0.907, 0.406], [-0.533, 0.995, 0.070], [0.936, -1.900, -0.173], [-0.161, 0.235, 0.100], [-1.013, -2.822, 0.366], [0.226, 1.498, -1.336], [0.197, 0.785, 0.208], [-0.373, -0.668, 0.696], [0.277, 0.081, -0.076], [0.060, -0.473, -0.317], [-0.074, -1.521, 0.577], [0.089, 0.207, 0.229], [-0.284, 0.106, 0.785], [-0.232, -0.945, 0.282], [-0.235, 1.831, -0.271], [-0.631, -1.483, 0.768], [-0.135, -0.259, -0.172], [-0.892, -1.086, 0.559], [0.858, 1.744, -1.386], [-0.019, -1.001, 0.281], [0.503, 0.410, -0.591], [-0.485, 0.798, -0.152], [0.340, -0.364, 1.191], [-0.500, -0.589, -0.537]]
}